14
Properties=species:S:1:pos:R:3 method="wB97M-V/def2-TZVPD" homo_ev=-9.204 mol_weight_g_mol=114.10 energy_ev=-11416.918 homo_lumo_gap_ev=9.31 e_above_lowest_kj_mol=723.0
C -0.67143 -0.95609 0.20371
C -2.10459 -0.73516 0.13436
H -2.48617 -0.48527 -0.93114
C 0.60365 0.71513 1.05202
H 0.57090 1.91279 0.89381
O 2.52804 -0.16832 -0.21767
H -0.36994 -1.31961 1.22439
H -1.83625 2.03749 -1.10730
O -0.76120 1.36720 -0.78440
H -2.47377 -0.99218 1.05248
H 1.07970 0.43578 2.04060
C -0.97870 0.48327 0.50830
C 1.26703 -0.06582 -0.08779
O 0.33563 -0.97851 -0.75248

---

209
Properties=species:S:1:pos:R:3 method="wB97M-V/def2-TZVPD" homo_ev=-8.989 mol_weight_g_mol=1182.58 energy_ev=-111437.184 homo_lumo_gap_ev=9.51 e_above_lowest_kj_mol=150.7
H -4.19464 -4.86703 -1.75546
H -4.80949 -4.01724 2.92845
H 1.33853 4.50832 -5.43732
H -0.23108 -2.31441 5.92168
H -1.57640 -5.46100 5.55448
C -1.90111 4.43328 5.32323
H -2.90661 3.78803 1.96373
O -0.15301 -1.19186 4.08916
C -2.62773 -5.71444 5.63361
H -5.16926 -2.51873 -3.97759
H 4.46447 3.59949 4.68700
H -6.71275 -0.12928 3.68911
H 6.54353 1.64623 -2.15609
H 3.23785 3.10463 2.49228
H -4.66507 -1.13078 7.69872
C -4.15137 -0.43721 4.92657
C 5.19545 0.14233 0.60679
H 3.10468 -0.93188 2.97634
H 3.92214 4.67727 -3.92604
H -1.77060 5.70027 -0.12816
H -2.59221 -1.01106 -0.04322
O -1.28384 5.63620 5.64402
C -7.54932 -3.63633 -5.01579
C -3.86711 -4.32232 2.45833
H 0.62822 2.55494 4.37338
H 1.47923 -2.87475 1.56677
H -3.10530 0.45394 7.18071
H -1.71794 2.79937 4.02098
H 5.69923 -3.50100 -1.45985
H -3.64925 -2.61244 7.60584
C -5.27996 -1.66211 -1.54943
C 5.08056 -0.78620 1.80612
N -0.99367 3.42422 -4.29460
H 5.22598 -2.84959 2.46747
H -2.88788 0.67569 -2.19019
H 1.45648 -0.92614 6.88613
H 5.49851 6.16011 -2.90952
H 2.89698 2.79977 6.53096
O -2.99789 2.76521 -2.37317
H 2.65899 4.11046 4.81758
H -2.79509 -1.88847 -4.00163
H 1.13487 -5.04325 0.33962
N 5.56550 6.00972 -3.90461
H 4.35730 2.53874 -0.70342
H 5.64609 -0.31775 2.57773
C 4.97471 2.57223 0.19366
H -6.15711 -1.00965 -1.74854
H -1.47805 3.04639 -5.14706
C 1.30636 -0.84810 5.80511
C 4.99122 4.72589 -4.27543
C 0.49575 -1.88712 5.15494
O -5.04873 -1.32123 4.23222
H 0.53369 4.63446 -0.85068
H -0.71538 -1.63388 -5.38162
N -3.59043 -3.12834 1.64670
N -1.57636 -1.01073 -0.02520
C -5.69577 -3.30471 -3.45067
O 4.87160 1.44112 1.07313
H 0.32234 2.62824 -2.20625
H -7.09337 -2.99176 -5.78344
C 2.07335 -0.60271 -1.38764
H 2.33877 -1.18769 -2.28595
H 6.74359 -2.29867 1.56372
H -5.12173 -4.15482 -3.82792
H 6.20096 0.15019 0.14069
H -4.15323 0.13142 -4.18312
C -1.07743 3.59433 4.35680
O 3.86491 0.99233 -5.76706
H 5.14555 6.76948 -4.44303
O 0.09968 3.18289 4.95297
H 3.26185 -3.58626 -0.69628
H -0.37661 -3.32120 -1.30815
C 4.92141 -3.29161 -2.22388
H -0.86452 4.23801 3.47816
C -1.80126 4.80163 0.54774
C -1.42127 0.85715 1.55603
H 2.40401 3.17267 -5.12533
H 0.74238 -0.50743 0.75853
H -4.06085 -3.77427 -0.56645
H 1.10910 3.10828 -6.40679
H -2.60887 -2.97529 1.40896
C -3.62038 1.09356 -4.09013
H -3.94458 -2.32637 2.19303
N 3.58880 -0.86436 2.09572
H 4.58241 -0.15665 -0.22573
O -0.61394 -2.68210 1.87380
O -2.37482 1.06293 -4.73419
H -0.79782 4.40694 -4.48789
H -0.38258 -1.76950 3.36369
H -6.36523 -3.52884 -1.51045
C 1.35940 3.43385 -5.41535
C -2.78196 -4.61735 3.49503
C 0.39969 2.87077 -4.33184
H 1.91992 0.97856 3.55504
H -0.64572 -4.81525 0.44152
C 2.75636 0.18687 -5.29086
H -2.22891 3.00450 -2.96276
H -1.88650 -4.83915 2.96757
H -2.79992 -6.72777 5.97728
C 1.46613 4.68018 -1.38847
C 3.41609 3.25471 4.70894
H 6.95385 1.36666 -3.90998
H 3.75539 -4.93381 -1.68953
H 5.03507 3.58065 -6.10874
H -2.45463 6.09278 2.72266
C 1.09582 2.92269 -2.97612
H 2.35898 -1.24388 -0.50949
O -3.19828 5.92064 2.15331
H -3.28343 -5.48140 0.75333
H -5.39956 -0.20180 2.55916
C 5.63491 -2.20968 1.65033
H -6.43942 -1.63978 2.81155
C 0.53171 -3.45716 1.58297
H -4.22185 1.82282 -4.60690
H 1.00160 -2.72331 4.78114
H -7.42798 -4.68798 -5.27209
H -4.02457 -6.38661 2.11542
H 1.92525 2.17047 -3.10227
H 6.23384 4.80789 -6.00966
H 5.98416 3.82530 -2.49751
H 4.88839 -0.81361 -5.75666
C 3.00301 -1.22485 -5.70304
O 5.18611 2.35346 -3.60047
C 0.37755 -4.23365 0.31462
H -1.45231 1.04753 -0.64278
H -4.46841 1.45560 -2.04159
O 3.34185 2.34022 5.79740
H 1.72009 -3.34044 -2.24221
H -0.81581 -2.05918 1.12018
C -3.01544 4.77220 1.37932
H -2.02176 3.39146 -0.92432
O -3.21804 -5.66532 4.37567
H 2.36883 -1.94846 -5.15055
H -0.07350 -0.29942 -2.94211
H 1.86206 0.50697 -5.75938
H -1.66427 0.59168 -4.27591
C 5.78242 3.59765 -3.58829
C -4.28044 -1.88424 7.02734
H -0.93599 0.21854 2.25602
H 3.99314 1.72331 3.42749
O 1.47717 4.22412 -2.69994
H -0.43944 5.47753 6.15204
C 5.19981 4.60109 -5.75120
H -1.88942 -3.33702 -4.31373
O -1.76746 -2.65227 -2.34879
C -5.93429 -0.82447 3.26268
H 5.23567 -3.81905 -3.09678
H -1.30594 -1.36609 -0.95448
H -3.13958 -5.01538 6.34795
H 2.22484 4.14323 -0.81616
H 0.89212 1.19723 0.32840
H 2.76414 -1.26315 -6.83293
O 1.86089 1.89108 3.42132
H -2.75881 -1.92309 5.54235
H 2.69678 0.25401 -1.42429
C -1.08709 0.40565 0.16279
H 5.26015 -2.75540 0.77188
H -5.11289 -2.35221 6.59555
C 0.42854 0.27251 0.03174
O -0.50478 -0.30259 -3.80822
H 1.77138 5.73380 -1.45790
H 3.15570 -0.09473 1.58997
O 0.48137 -3.43393 -0.85114
H -2.91701 4.72007 5.01828
H 3.09671 -0.11084 5.38769
C 6.14557 1.40915 -3.17531
O 2.55850 -3.57406 -2.69192
O 2.48802 -0.82109 5.10335
H 0.63642 -4.23608 2.35631
C -3.33592 -1.16733 5.98394
H 2.63850 0.27169 -4.23096
H -1.77185 0.24070 6.25880
C 3.58055 -3.86257 -1.72048
H 6.74874 3.56705 -4.09977
H -4.66285 0.43837 5.38124
H -0.94922 4.85996 1.23659
C -1.85448 -2.39110 -3.74843
N -2.53751 -0.24295 6.73949
C -0.70209 -1.64065 -4.28506
O 0.73572 -0.16326 -1.30035
H -1.15653 1.85521 1.72583
H 4.60349 5.21250 -6.40769
H 0.30162 1.79367 -4.48096
O 4.32994 -1.52221 -5.38129
H 5.70887 0.46429 -3.07333
O 4.81629 -1.86813 -2.44990
H -2.68044 -3.80145 4.12755
H -5.10474 -5.51550 0.97844
C 3.19098 2.47611 3.42520
H 4.58042 -1.71390 -3.37821
O -1.58333 3.57630 -0.07112
C -4.12720 -5.51024 1.53224
H 4.01955 1.64053 -5.07252
H 0.70914 0.10158 5.73515
C -3.49173 1.48039 -2.59357
N -4.22004 -3.84572 -1.57988
C -5.45096 -3.16537 -1.99672
H -8.60729 -3.36903 -4.97799
H -3.89664 4.67266 0.74466
O -7.05022 -3.32757 -3.72027
H -4.36911 -1.22347 -2.07945
H -1.97376 3.75687 6.22941
H -2.47622 0.82285 1.91847
H 6.04723 2.84665 0.01567
H -3.43692 0.00573 4.20622
H -2.62286 -3.03099 -2.01849
H -4.96118 -1.56416 -0.47259
H 4.51452 3.39467 0.74021
H 0.18931 -2.31400 -4.16151

---

no.,E_LUMO (eV)
1,0.1085
2,0.5207